Record 1
9
Properties=species:S:1:pos:R:3:forces:R:3 method="wB97M-V/def2-TZVPD" de_lowest_ev=3.590 fmax_ev_per_a=3.397 homo_lumo_gap_ev="7.70 / 6.55" e_tot_ha=-549.80866
C 0.0769 0.2506 0.1479 0.725 -2.691 0.107
C 0.8432 1.3531 0.6674 -0.265 -0.836 -0.938
N -1.1423 0.3257 -0.1816 0.273 3.317 0.681
O -0.5229 -2.1523 -0.8252 -0.889 -2.375 -1.417
P 0.8182 -1.7279 -0.0046 0.038 1.847 0.096
H 0.2381 2.2793 0.3737 1.698 -0.782 1.066
H 1.9460 1.1690 0.9620 -2.137 0.895 -0.505
H -1.6406 -0.1176 -0.9021 -0.117 -1.778 -0.457
H -0.6070 -3.0808 -1.2565 0.675 2.403 1.367



Record 2
9
Properties=species:S:1:pos:R:3:forces:R:3 method="wB97M-V/def2-TZVPD" de_lowest_ev=1.730 fmax_ev_per_a=3.004 homo_lumo_gap_ev=8.70 e_tot_ha=-549.87700
C 1.2072 0.3537 0.2760 -0.500 2.629 0.324
C 0.9465 -0.9852 0.0837 -2.706 0.813 1.020
N 1.0907 1.5125 0.4181 0.741 -1.199 -0.133
O -1.4796 1.1061 0.3361 0.662 -0.104 0.260
P -1.5592 -0.4841 -0.0562 1.539 1.907 0.295
H 1.1567 -1.3812 -0.8275 0.706 -0.968 -2.635
H 1.1001 -1.6623 0.8810 -0.045 -0.420 0.898
H -0.6443 1.7583 0.3537 -1.090 -2.076 -0.257
H -1.8182 -0.2178 -1.4649 0.694 -0.582 0.229



Record 3
9
Properties=species:S:1:pos:R:3:forces:R:3 method="wB97M-V/def2-TZVPD" smiles=[O-]N1CCS1 de_lowest_ev=1.194 total_charge=-1 fmax_ev_per_a=3.152 homo_lumo_gap_ev="6.35 / 6.35" e_tot_ha=-606.69312
O 2.0115 -1.0463 0.4004 0.149 0.671 -0.722
N 1.3065 -0.2948 -0.3629 0.138 -2.809 0.709
C -0.1661 -0.6411 -0.0922 1.446 2.786 0.285
C -0.6937 0.7680 0.0491 -0.260 0.863 -1.960
S 0.9603 1.6720 0.3428 -1.830 -0.020 0.244
H -0.2859 -1.2468 0.7641 0.221 -0.636 1.076
H -0.5624 -1.0851 -0.9377 -0.657 -1.387 -1.771
H -1.1542 1.0133 -1.0366 0.698 0.132 2.671
H -1.4161 0.8609 0.8729 0.095 0.400 -0.533



Record 4
8
Properties=species:S:1:pos:R:3:forces:R:3 method="wB97M-V/def2-TZVPD" smiles="PC1=NC1" de_lowest_ev=2.398 fmax_ev_per_a=4.522 homo_lumo_gap_ev=9.60 e_tot_ha=-474.58557
P -1.5179 -0.8543 -0.1392 0.303 0.444 -1.704
C 0.3232 -0.7403 -0.2720 2.523 3.732 0.392
N 1.4762 -1.1998 -0.1048 -0.294 -0.398 0.146
C 1.6609 0.3041 -0.3305 -2.731 -1.899 1.210
H -1.8803 0.5672 -0.2382 0.668 -1.029 0.032
H -1.5409 -0.8527 1.2132 0.063 -0.041 1.458
H 1.9973 0.5400 -1.3104 0.147 0.242 -0.513
H 2.0029 0.9354 0.5415 -0.678 -1.052 -1.022



Record 5
8
Properties=species:S:1:pos:R:3:forces:R:3 method="wB97M-V/def2-TZVPD" smiles="P[C@@H]1C=N1" de_lowest_ev=3.462 fmax_ev_per_a=4.939 homo_lumo_gap_ev=9.97 e_tot_ha=-474.54648
P -0.2994 -0.5892 1.6215 -2.221 4.063 -1.719
C 0.4225 0.7279 -0.0018 -0.349 -1.206 -0.308
C 0.5289 2.1647 -0.4662 -1.890 -2.039 0.771
N -0.4235 1.4687 -0.9464 0.030 2.197 0.284
H 0.7984 -0.0873 2.1675 1.872 0.438 1.612
H 0.3182 -1.6356 1.1293 1.426 -2.115 -1.276
H 0.9369 0.0861 -0.6860 1.096 -0.910 0.648
H 0.8519 3.2047 -0.4488 0.038 -0.428 -0.011



Record 6
8
Properties=species:S:1:pos:R:3:forces:R:3 method="wB97M-V/def2-TZVPD" smiles="[H]/N=C/P=C" de_lowest_ev=1.453 fmax_ev_per_a=5.192 homo_lumo_gap_ev=9.29 e_tot_ha=-474.62031
H 2.9253 -0.4076 -0.2898 1.336 -3.153 -0.088
N 2.3454 0.3428 -0.2141 -3.423 3.715 1.197
C 1.1314 0.2721 0.2021 1.250 -2.951 -1.019
P 0.0289 1.6684 0.1089 -1.599 0.752 -0.487
C -1.3366 0.7193 -0.1911 -0.720 3.350 -0.559
H 0.5024 -0.7106 0.3623 1.721 1.154 0.132
H -2.3593 1.0945 -0.5644 1.850 -0.634 0.896
H -1.1581 -0.2873 -0.0547 -0.415 -2.233 -0.072



Record 7
8
Properties=species:S:1:pos:R:3:forces:R:3 method="wB97M-V/def2-TZVPD" smiles="CP1=CN=1" de_lowest_ev=1.260 fmax_ev_per_a=3.662 homo_lumo_gap_ev=10.12 e_tot_ha=-474.62740
C 1.0890 -0.6127 0.3414 -2.862 1.110 -1.996
P -0.9980 -0.8403 -0.0488 2.298 -0.263 0.613
C -1.3909 0.8167 -0.5588 0.925 0.118 -1.095
N -1.6677 0.7173 0.6500 -0.107 0.361 0.121
H 1.1928 0.4604 0.0467 0.336 -0.840 0.734
H 1.6369 -1.2109 -0.3695 -0.002 -0.286 -0.370
H 1.3973 -0.8884 1.3166 -0.013 0.109 1.061
H -1.2594 1.5579 -1.3775 -0.573 -0.308 0.931



Record 8
8
Properties=species:S:1:pos:R:3:forces:R:3 method="wB97M-V/def2-TZVPD" smiles="[H]/N=C/C=P/[H]" de_lowest_ev=1.142 fmax_ev_per_a=3.073 homo_lumo_gap_ev=8.88 e_tot_ha=-474.63172
H -2.5086 -0.7042 -0.0247 -1.497 -1.574 0.105
N -1.8119 -0.0400 -0.1688 0.394 1.657 -0.529
C -0.6759 -0.4560 0.1498 1.422 -1.545 2.245
C 0.4518 0.4530 0.1352 1.391 0.066 -1.726
P 2.0328 -0.1403 -0.0410 -0.456 0.158 -0.022
H 2.9095 0.9318 -0.5589 -1.147 -0.178 0.660
H -0.4163 -1.4394 0.6242 -0.659 0.263 -0.678
H 0.0186 1.3952 -0.1160 0.553 1.154 -0.054



Record 9
8
Properties=species:S:1:pos:R:3:forces:R:3 method="wB97M-V/def2-TZVPD" de_lowest_ev=2.458 fmax_ev_per_a=3.807 homo_lumo_gap_ev=8.86 e_tot_ha=-474.58336
C -0.7010 -0.8639 1.3966 -1.440 0.594 -3.062
C 0.7609 0.6989 -1.0255 -3.510 -0.227 1.457
N -1.2206 -1.2524 0.2856 0.549 -0.174 2.391
P -1.2814 0.5428 0.3409 3.137 -0.910 -0.872
H -0.2062 -1.3482 2.2268 -0.029 -0.031 -0.003
H 0.2642 1.0636 -1.9502 0.960 -0.595 0.555
H 1.2399 -0.2829 -0.8980 -0.505 0.480 -0.534
H 1.1441 1.4421 -0.3761 0.839 0.861 0.068



Record 10
8
Properties=species:S:1:pos:R:3:forces:R:3 method="wB97M-V/def2-TZVPD" de_lowest_ev=4.490 fmax_ev_per_a=4.094 homo_lumo_gap_ev="8.07 / 7.99" e_tot_ha=-474.50868
C -1.2074 -0.8794 0.0973 1.108 -3.921 0.399
C 0.9497 0.7992 -0.0155 0.467 -0.912 0.259
N -1.9765 -0.0414 -0.2507 -0.946 1.462 -0.863
P -0.6530 0.5189 1.0587 1.532 0.254 -0.686
H -0.9448 -2.8009 -0.3099 -0.354 2.179 0.398
H 0.6354 1.2089 -1.0534 0.832 -0.719 1.749
H 1.4940 -0.2594 -0.0764 -1.321 2.206 -0.254
H 1.7026 1.4541 0.5500 -1.317 -0.549 -1.001



Record 11
8
Properties=species:S:1:pos:R:3:forces:R:3 method="wB97M-V/def2-TZVPD" multiplicity=3 s_squared=2.081 de_lowest_ev=4.777 fmax_ev_per_a=3.211 homo_lumo_gap_ev="6.81 / 7.66" e_tot_ha=-474.43299
C 0.1059 -0.7721 1.8494 -1.987 2.181 0.153
C -0.5677 0.5972 -0.9445 -0.971 0.960 0.337
N 1.2803 -1.5079 0.0853 1.960 -0.768 -2.424
P 0.4300 -0.2630 0.2880 -1.163 -1.030 -0.085
H 0.9175 -0.4487 2.4080 1.133 -0.385 2.366
H -0.2367 0.1873 -1.8827 -0.582 -0.883 -0.479
H -0.2386 1.6301 -1.1153 -0.219 0.098 0.783
H -1.6908 0.5771 -0.6881 1.829 -0.173 -0.652



Record 12
8
Properties=species:S:1:pos:R:3:forces:R:3 method="wB97M-V/def2-TZVPD" multiplicity=2 s_squared=0.758 de_lowest_ev=1.473 fmax_ev_per_a=1.438 homo_lumo_gap_ev="5.56 / 5.13" e_tot_ha=-316.00604
H 1.2440 1.4000 -2.0871 0.018 -0.257 0.301
C -1.0277 -0.6952 0.9471 0.047 0.279 0.235
H -0.4494 -1.5012 1.4060 -0.263 0.038 -0.383
H -2.0265 -0.4891 1.3320 0.309 -0.027 -0.073
C -0.4644 0.1563 0.0643 0.105 0.100 0.274
O 0.7237 0.0306 -0.4793 1.280 0.141 -0.412
Na 3.0023 0.0123 -0.9954 -1.416 0.106 0.224
H -1.0020 1.0863 -0.1876 -0.081 -0.380 -0.166



Record 13
8
Properties=species:S:1:pos:R:3:forces:R:3 method="wB97M-V/def2-TZVPD" smiles="O=CCO" de_lowest_ev=1.518 fmax_ev_per_a=3.996 homo_lumo_gap_ev=11.31 e_tot_ha=-229.05078
O 0.8652 1.5353 0.0367 0.787 -0.053 0.020
C 0.9712 0.3453 -0.0157 -3.463 -1.983 -0.200
C -0.3649 -0.5650 -0.0039 1.446 1.171 0.043
O -1.4654 0.2750 -0.0061 -0.379 0.248 0.073
H 1.7998 -0.3367 -0.0998 1.563 0.467 0.040
H -0.3174 -1.1955 0.9003 0.014 0.106 -0.093
H -0.3731 -1.2405 -0.8767 0.170 0.242 0.143
H -1.1153 1.1821 0.0653 -0.138 -0.197 -0.026



Record 14
8
Properties=species:S:1:pos:R:3:forces:R:3 method="wB97M-V/def2-TZVPD" smiles="C=COO" de_lowest_ev=4.266 fmax_ev_per_a=0.559 homo_lumo_gap_ev=9.94 e_tot_ha=-228.94980
C 0.0164 -1.1267 -0.1119 0.035 -0.122 0.068
C 0.7877 -0.0521 -0.1712 -0.093 -0.336 -0.011
O 0.3420 1.2072 0.1113 -0.016 -0.141 0.044
O -1.0903 1.1163 0.2467 0.276 0.473 0.114
H -0.9711 -1.0364 0.3150 -0.047 -0.166 -0.350
H 0.3436 -2.0894 -0.4721 0.264 0.023 0.225
H 1.8464 -0.0415 -0.4277 -0.323 0.184 -0.123
H -1.2562 2.0293 0.5109 -0.096 0.085 0.035



Record 15
9
Properties=species:S:1:pos:R:3:forces:R:3 method="wB97M-V/def2-TZVPD" smiles="C=C[P@@H](=O)[O-]" de_lowest_ev=0.511 total_charge=-1 fmax_ev_per_a=5.420 homo_lumo_gap_ev=8.57 e_tot_ha=-570.49165
C 0.7679 -0.3498 -1.2998 0.196 -2.232 0.560
C 0.3646 -0.4910 -0.0129 0.761 0.649 -2.899
P -0.7907 0.4646 0.8688 -1.222 5.072 1.470
O -1.6499 1.4337 0.1013 1.277 -0.164 -0.917
O -1.5743 -0.3180 1.8212 -0.133 -2.272 1.565
H 1.4417 -1.1273 -1.7102 0.075 0.369 0.540
H 0.4074 0.2021 -2.1547 -0.590 0.931 0.728
H 0.7785 -1.2316 0.6190 0.726 -0.861 0.308
H 0.2549 1.4174 1.7673 -1.090 -1.492 -1.355



Record 16
9
Properties=species:S:1:pos:R:3:forces:R:3 method="wB97M-V/def2-TZVPD" smiles="C=C[P@@H](=O)[O-]" de_lowest_ev=0.000 total_charge=-1 fmax_ev_per_a=5.137 homo_lumo_gap_ev=8.79 e_tot_ha=-570.51044
C -1.3679 0.3286 -0.5893 -1.211 2.623 -1.656
C -0.5484 -0.3663 0.0813 3.747 -3.156 1.547
P 1.2441 -0.0934 0.2650 0.425 0.153 0.519
O 1.9957 -1.4056 0.0933 -1.031 1.051 0.708
O 1.7139 1.1310 -0.4423 -0.033 0.392 -0.474
H -2.4043 0.0933 -0.5697 -0.918 0.172 -0.443
H -0.9227 1.2120 -1.0888 -0.803 -0.384 0.078
H -0.6929 -1.3116 0.5995 -0.977 0.032 0.118
H 0.9826 0.4120 1.6511 0.801 -0.883 -0.398



Record 17
9
Properties=species:S:1:pos:R:3:forces:R:3 method="wB97M-V/def2-TZVPD" de_lowest_ev=5.747 fmax_ev_per_a=4.642 homo_lumo_gap_ev=8.28 e_tot_ha=-627.07295
C 1.5856 -0.0817 0.0265 1.801 2.789 -0.111
C 0.4138 -0.8803 0.2713 -1.244 0.828 -1.073
O -0.0840 2.1991 0.0713 -2.305 0.450 0.305
O 1.1814 1.8500 -0.2003 2.910 -3.616 -0.018
S 3.1561 -0.2754 0.0373 -1.324 0.335 -0.208
H -0.2256 -0.2984 1.0069 0.609 -1.429 -0.452
H 0.7023 -1.9379 0.2838 -0.181 0.252 1.355
H -0.1505 -0.9036 -0.6728 -0.257 0.562 0.058
H -0.4532 2.4490 -0.7919 -0.009 -0.171 0.144



Record 18
9
Properties=species:S:1:pos:R:3:forces:R:3 method="wB97M-V/def2-TZVPD" de_lowest_ev=5.380 fmax_ev_per_a=2.876 homo_lumo_gap_ev="7.31 / 7.12" e_tot_ha=-627.08643
C -0.6318 1.0070 -0.1672 -0.363 0.872 0.596
C -0.2328 -0.1347 -0.9894 0.546 1.581 -1.395
O -3.0470 0.7042 2.6982 -0.084 0.003 -0.706
O 0.2215 1.4545 0.6787 2.643 -0.968 0.589
S -3.2568 0.7392 1.2173 0.190 0.013 0.647
H 0.8052 0.0784 -1.4550 -1.720 -0.439 0.174
H -1.1263 -0.2933 -1.6267 1.247 -0.454 -0.275
H -0.1058 -0.9107 -0.2960 0.120 -1.639 0.943
H 1.1905 0.9695 0.7633 -2.578 1.032 -0.573



Record 19
9
Properties=species:S:1:pos:R:3:forces:R:3 method="wB97M-V/def2-TZVPD" de_lowest_ev=3.322 fmax_ev_per_a=5.831 homo_lumo_gap_ev=9.54 e_tot_ha=-627.16205
C 1.0003 0.2815 1.2208 2.894 -0.521 -0.384
C -0.9567 0.4113 -1.1521 -2.135 -4.784 2.561
O 0.0263 -2.0129 -0.5660 -0.951 1.439 0.250
O 0.0139 0.0866 1.8396 -1.381 -0.023 0.603
S -1.1270 -1.0667 -0.4399 0.629 0.511 -1.402
H 1.0843 -0.0131 0.0992 0.230 0.766 1.526
H 1.9633 0.5898 1.8091 -1.173 -0.121 -1.252
H -1.8363 0.9325 -1.2166 -2.139 1.257 0.287
H -0.1679 0.7909 -1.5941 4.026 1.476 -2.188



Record 20
10
Properties=species:S:1:pos:R:3:forces:R:3 method="wB97M-V/def2-TZVPD" smiles="COOC(=S)S" de_lowest_ev=4.417 fmax_ev_per_a=3.910 homo_lumo_gap_ev=8.81 e_tot_ha=-1025.30311
C -0.8648 -1.6870 -0.2539 -2.341 -0.667 3.060
O -0.1051 -0.5322 -0.1800 1.420 1.000 -0.539
O -0.5998 0.6370 0.5608 -1.213 -1.318 0.451
C 0.3621 1.5476 0.5824 2.182 0.071 -1.008
S 0.6176 2.5037 1.8585 -0.292 0.015 -0.333
S 1.3368 1.4593 -0.9886 -0.030 0.253 0.572
H -0.6848 -2.4431 0.6207 -0.046 1.370 -1.597
H -0.6166 -2.0428 -1.2061 0.675 -1.000 -1.255
H -1.9633 -1.5210 -0.3049 0.576 0.238 0.177
H 2.5177 2.0785 -0.6889 -0.932 0.038 0.472